One molecule with the formula C3H5N5 in a non-equilibrium geometry, computed with ωB97M-V/def2-TZVPD.

Last column: Löwdin charge in e.
CARTESIAN COORDINATES (ANGSTROEM)
1 H 2.3396 1.4013 -0.0525  0.09
2 N 2.4474 0.2984 -0.2092  0.12
3 C 1.2224 -0.2372 -0.0245  -0.29
4 N 0.7359 -1.6409 -0.0595  0.14
5 C -0.4902 -1.5884 0.0552  -0.15
6 C -1.0918 -0.2704 0.1161  -0.32
7 N -2.3046 0.2614 -0.2988  0.10
8 H -3.1768 -0.3057 -0.3547  0.05
9 N 0.0160 0.5983 0.3525  -0.21
10 N -0.0631 1.8880 0.0718  0.00
11 H -1.1648 -2.3773 0.6758  0.18
12 H -0.9398 2.2775 0.7161  0.16
13 H -0.7211 1.7434 -0.8627  0.14

Energy relative to the best compared isomer or geometry (same formula, charge and spin) in kcal/mol: 113.0
Highest occupied orbital energy in eV: -9.53
Total energy in eV: -10637.974
2S+1: 1